A.
{"formula": "C5H13N3O", "method": "ωB97M-V with the def2-TZVPD basis set", "e_homo_ev": -7.344, "lumo_energy_ha": 0.0267, "orbital_gap_ev": 8.1, "total_charge": 0, "elements": ["C", "C", "N", "O", "H", "H", "H", "H", "H", "C", "C", "N", "N", "C", "H", "H", "H", "H", "H", "H", "H", "H"], "xyz": [[-2.05085, -1.30712, 0.18214], [-1.21464, -0.01368, 0.11750], [-0.34657, 0.12766, 1.44188], [-1.88320, 1.06861, -0.07883], [-0.86082, 0.74615, 2.06225], [-0.12347, -0.74133, 1.92292], [-2.52466, -1.48843, -0.78531], [-1.49173, -2.19873, 0.48850], [-2.84116, -1.13232, 0.91268], [0.94159, 2.12980, -0.01258], [1.06109, 0.64657, -0.08671], [2.22714, 0.07187, 0.16087], [0.57019, -1.49176, -1.15386], [0.05904, -0.14054, -0.88902], [2.26610, -0.93093, 0.00081], [2.91615, 0.52166, 0.74149], [-0.17035, -2.17527, -1.07870], [0.94931, -1.56362, -2.09089], [-0.21834, 0.39841, -1.79647], [-0.11571, 2.39224, 0.05111], [1.50265, 2.53530, 0.83124], [1.34823, 2.54548, -0.94100]]}

---

B.
{"formula": "C5H13N3O", "method": "ωB97M-V with the def2-TZVPD basis set", "e_homo_ev": -7.477, "lumo_energy_ha": 0.0276, "orbital_gap_ev": 8.2, "total_charge": 0, "elements": ["C", "C", "C", "C", "N", "N", "C", "O", "N", "H", "H", "H", "H", "H", "H", "H", "H", "H", "H", "H", "H", "H"], "xyz": [[0.89978, 0.64578, -0.06333], [-2.17453, -0.35978, -0.71420], [-1.64447, 0.34232, 1.51933], [0.89935, 1.41178, -1.36050], [-1.26106, 0.35789, 0.13410], [2.75185, 0.04667, 0.02428], [0.47990, -0.66433, 0.02595], [3.06376, -0.69324, 1.18934], [0.57351, -1.87493, 0.05641], [2.68294, -1.58492, 1.09927], [2.92808, -0.57763, -0.77193], [0.95958, 1.19128, 0.87023], [-0.27835, -2.43219, 0.13732], [-1.83970, -0.30328, -1.75298], [-3.18373, 0.06966, -0.64855], [-0.87632, 0.81333, 2.13642], [-2.57559, 0.90683, 1.67459], [-1.82631, -0.68491, 1.89385], [-2.28678, -1.42971, -0.44352], [1.83731, 1.96019, -1.43513], [0.80517, 0.74836, -2.21871], [0.06561, 2.11083, -1.35225]]}

---

Most stable: A

---

A.
{"formula": "C4H7N3", "method": "ωB97M-V with the def2-TZVPD basis set", "smiles": "Nc1c[nH]c(N)c1", "e_homo_ev": -7.156, "lumo_energy_ha": 0.0404, "orbital_gap_ev": 8.3, "total_charge": 0, "elements": ["N", "C", "C", "N", "C", "N", "C", "H", "H", "H", "H", "H", "H", "H"], "xyz": [[2.48394, -0.45315, 0.27436], [1.14154, -0.06302, 0.15703], [0.68833, 1.16625, -0.20831], [-0.70935, 1.12449, -0.21269], [-1.11287, -0.14623, 0.14273], [-2.51475, -0.26331, 0.04582], [-0.01022, -0.91422, 0.41389], [3.08224, 0.07296, -0.35131], [2.61718, -1.44474, 0.13387], [1.18183, 2.05795, -0.56984], [-1.21155, 1.84379, 0.29147], [-2.77349, 0.17932, -0.83180], [-2.90391, -1.19443, 0.02990], [0.04108, -1.96565, 0.68487]]}

---

B.
{"formula": "C4H7N3", "method": "ωB97M-V with the def2-TZVPD basis set", "smiles": "CNC1=C=CNN1", "e_homo_ev": -7.521, "lumo_energy_ha": 0.0317, "orbital_gap_ev": 8.4, "total_charge": 0, "elements": ["C", "N", "C", "C", "C", "N", "N", "H", "H", "H", "H", "H", "H", "H"], "xyz": [[-1.18885, -1.81555, -0.90498], [-0.01863, -1.28967, -0.23411], [0.07695, 0.00071, 0.16862], [-0.95470, 0.90069, 0.51965], [-0.16985, 1.97780, 0.87358], [1.19819, 1.83201, 0.66477], [1.37679, 0.50173, 0.31002], [-2.03946, -1.20515, -0.60356], [-1.08015, -1.76256, -1.99514], [-1.37406, -2.85876, -0.63381], [0.82601, -1.84018, -0.21298], [-0.46283, 2.95323, 1.26162], [1.88575, 2.15433, 1.33469], [1.92483, 0.45136, -0.54838]]}

---

C.
{"formula": "C4H7N3", "method": "ωB97M-V with the def2-TZVPD basis set", "smiles": "[H]/N=C(\\C#N)NCC", "e_homo_ev": -9.548, "lumo_energy_ha": 0.0262, "orbital_gap_ev": 10.3, "total_charge": 0, "elements": ["H", "N", "C", "C", "N", "N", "C", "C", "H", "H", "H", "H", "H", "H"], "xyz": [[-2.16442, -2.43856, 0.50798], [-1.66108, -1.76969, 1.08306], [-1.18094, -0.84707, 0.34174], [-1.36946, -0.84856, -1.11771], [-1.49938, -0.97080, -2.26186], [-0.46408, 0.20396, 0.82548], [0.28927, 1.09739, -0.04333], [1.46655, 0.43559, -0.76938], [-0.21129, 0.10862, 1.79935], [-0.41629, 1.51537, -0.77249], [0.63198, 1.93183, 0.57934], [1.82900, 1.10274, -1.55814], [1.16992, -0.49842, -1.26399], [2.28870, 0.21323, -0.07860]]}

---

Most stable: A

---

A.
{"formula": "C4H7N3", "method": "ωB97M-V with the def2-TZVPD basis set", "smiles": "Cc1cn(C)nn1", "e_homo_ev": -9.328, "lumo_energy_ha": 0.0321, "orbital_gap_ev": 10.2, "total_charge": 0, "elements": ["C", "C", "C", "N", "C", "N", "N", "H", "H", "H", "H", "H", "H", "H"], "xyz": [[-2.50430, 0.10837, -0.19897], [-1.07990, -0.22691, 0.10189], [0.02576, 0.57885, 0.00664], [1.06800, -0.24082, 0.26023], [2.46970, 0.04910, 0.05169], [0.64363, -1.48311, 0.50906], [-0.65217, -1.47927, 0.42600], [-3.12710, -0.78450, -0.11340], [-2.89716, 0.87852, 0.47221], [-2.58778, 0.48592, -1.22424], [0.15620, 1.62627, -0.22113], [3.03301, -0.86522, 0.23494], [2.80794, 0.84134, 0.72393], [2.61517, 0.36500, -0.98535]]}

---

B.
{"formula": "C4H7N3", "method": "ωB97M-V with the def2-TZVPD basis set", "smiles": "[H]/N=C(\\C#N)NCC", "e_homo_ev": -9.549, "lumo_energy_ha": 0.0123, "orbital_gap_ev": 9.9, "total_charge": 0, "elements": ["H", "N", "C", "C", "N", "N", "C", "C", "H", "H", "H", "H", "H", "H"], "xyz": [[-2.41613, -1.63423, 0.59709], [-1.60793, -1.07322, 0.82172], [-0.72874, -1.18334, -0.10020], [-0.85293, -2.43856, -0.83901], [-1.09532, -3.51171, -0.49907], [0.38955, -0.42694, -0.23701], [0.51469, 0.78823, 0.54891], [0.88223, 1.96591, -0.34223], [1.23111, -0.84158, -0.61442], [-0.46743, 0.91863, 1.00458], [1.23528, 0.65103, 1.36677], [0.11549, 2.10340, -1.11265], [1.84298, 1.79835, -0.84315], [0.95716, 2.88402, 0.24867]]}

---

C.
{"formula": "C4H7N3", "method": "ωB97M-V with the def2-TZVPD basis set", "smiles": "C/C=C1/CNN=N1", "e_homo_ev": -8.268, "lumo_energy_ha": 0.0289, "orbital_gap_ev": 9.1, "total_charge": 0, "elements": ["C", "C", "C", "C", "N", "N", "N", "H", "H", "H", "H", "H", "H", "H"], "xyz": [[-2.16106, 0.82106, 0.32492], [-1.02633, 0.34877, -0.52354], [0.21343, 0.16002, -0.07627], [1.23536, -0.76122, -0.68165], [2.32309, -0.53018, 0.23537], [1.87682, 0.06359, 1.36034], [0.69502, 0.47390, 1.23524], [-2.87647, -0.00004, 0.47972], [-1.79006, 1.13235, 1.30375], [-2.70746, 1.64361, -0.14489], [-1.23910, 0.02977, -1.54580], [0.72587, -1.71424, -0.50826], [1.51912, -0.66782, -1.73246], [3.21175, -0.99957, 0.27352]]}

---

D.
{"formula": "C4H7N3", "method": "ωB97M-V with the def2-TZVPD basis set", "smiles": "[H]/N=C1\\CC(N)=CN1", "e_homo_ev": -7.352, "lumo_energy_ha": 0.0349, "orbital_gap_ev": 8.3, "total_charge": 0, "elements": ["H", "N", "C", "C", "C", "N", "C", "N", "H", "H", "H", "H", "H", "H"], "xyz": [[0.21629, -0.98551, -3.14991], [0.26942, -1.41848, -2.25768], [0.22916, -0.75679, -1.17550], [0.03239, 0.70147, -0.70731], [-0.08910, 0.55517, 0.79705], [-0.24138, 1.68925, 1.61438], [0.09417, -0.72655, 1.12365], [0.40720, -1.48436, -0.01400], [-0.83504, 1.19856, -1.15199], [0.90754, 1.30923, -0.95860], [-0.36957, 1.43629, 2.58761], [-1.05133, 2.22651, 1.32641], [0.11896, -1.21428, 2.08854], [0.29622, -2.48248, -0.09451]]}

---

Most stable: D

---

A.
{"formula": "C4H7N3", "method": "ωB97M-V with the def2-TZVPD basis set", "smiles": "CNc1cc[nH]n1", "e_homo_ev": -8.505, "lumo_energy_ha": 0.0360, "orbital_gap_ev": 9.5, "total_charge": 0, "elements": ["C", "N", "C", "C", "C", "N", "N", "H", "H", "H", "H", "H", "H", "H"], "xyz": [[2.18846, 0.06368, 0.28502], [1.19761, 0.22632, -0.75483], [-0.14260, 0.16595, -0.46689], [-0.75519, -0.41795, 0.70195], [-2.07025, -0.17754, 0.52266], [-2.27653, 0.42321, -0.72692], [-1.03048, 0.63218, -1.31405], [2.10664, -0.93477, 0.72901], [3.17895, 0.13678, -0.16999], [2.11244, 0.80988, 1.09063], [1.40282, 0.90817, -1.47132], [-0.28903, -0.99203, 1.48739], [-2.95505, -0.34977, 1.12472], [-2.66781, -0.49411, -1.03738]]}

---

B.
{"formula": "C4H7N3", "method": "ωB97M-V with the def2-TZVPD basis set", "e_homo_ev": -8.420, "lumo_energy_ha": 0.0353, "orbital_gap_ev": 9.4, "total_charge": 0, "elements": ["C", "N", "C", "N", "N", "C", "C", "H", "H", "H", "H", "H", "H", "H"], "xyz": [[-1.75185, -1.16933, 0.54212], [-1.29349, -0.19141, -0.42787], [0.02182, 0.22672, -0.39861], [0.57526, 0.81694, -1.47818], [1.92351, 1.21544, -1.08905], [2.06602, 0.82947, 0.19011], [0.94866, 0.14933, 0.65095], [-1.68685, -0.75007, 1.55292], [-2.80436, -1.40024, 0.34896], [-1.17596, -2.10819, 0.52177], [-1.65104, -0.30817, -1.36584], [1.01331, 1.97502, -1.38362], [2.98988, 1.04319, 0.72100], [0.82509, -0.32869, 1.61535]]}

---

Most stable: A

---

A.
{"formula": "C4H7N3", "method": "ωB97M-V with the def2-TZVPD basis set", "e_homo_ev": [-7.681, -8.526], "lumo_energy_ha": [-0.0400, -0.0124], "orbital_gap_ev": [6.6, 8.2], "total_charge": 0, "elements": ["C", "C", "N", "C", "C", "N", "N", "H", "H", "H", "H", "H", "H", "H"], "xyz": [[-0.59421, 0.55551, 0.49326], [1.25019, -0.46163, 0.10694], [-1.53271, 0.58175, -0.49811], [0.02380, -1.05217, 0.66539], [2.08087, 0.10453, -0.70827], [-0.26910, 1.45001, 1.31804], [-0.68788, -2.00101, 0.01469], [-2.13124, 1.39148, -0.55614], [-1.90822, -0.32198, -0.76082], [-0.82406, 2.30146, 1.25376], [-0.41049, -2.06492, -0.96751], [0.11626, -1.22273, 1.74040], [1.73317, 0.72136, -1.53868], [3.15363, 0.01834, -0.56295]]}

---

B.
{"formula": "C4H7N3", "method": "ωB97M-V with the def2-TZVPD basis set", "smiles": "CCc1c[nH]nn1", "e_homo_ev": -9.324, "lumo_energy_ha": 0.0329, "orbital_gap_ev": 10.2, "total_charge": 0, "elements": ["C", "C", "C", "C", "N", "N", "N", "H", "H", "H", "H", "H", "H", "H"], "xyz": [[0.67874, -0.61252, 2.04156], [0.25148, 0.38207, 0.97222], [0.05956, -0.08044, -0.44868], [0.30052, 0.49250, -1.68805], [-0.80803, 0.15262, -2.40713], [-1.64225, -0.61153, -1.70008], [-1.10060, -0.80121, -0.55382], [0.46910, -0.15543, 3.01505], [0.09895, -1.54210, 1.97554], [1.74310, -0.85108, 1.99080], [-0.78115, 0.66193, 1.23608], [0.82982, 1.30606, 0.97823], [1.08823, 1.05830, -2.18390], [-1.18745, 0.60084, -3.22780]]}

---

Most stable: B

---

A.
{"formula": "C3H2N2O", "method": "ωB97M-V with the def2-TZVPD basis set", "smiles": "N#CC(O)C#N", "e_homo_ev": -12.225, "lumo_energy_ha": -0.0241, "orbital_gap_ev": 11.6, "total_charge": 0, "elements": ["N", "C", "C", "O", "C", "N", "H", "H"], "xyz": [[-0.56724, 0.81822, -2.08830], [-0.50220, 0.14401, -1.06921], [-0.40467, -0.25969, 0.35819], [-0.51537, -1.75745, 0.53166], [0.51450, 0.57380, 1.00698], [1.63766, 1.12322, 1.13124], [-1.29831, -0.19831, 0.71348], [0.28258, -2.08095, -0.04312]]}

---

B.
{"formula": "C3H2N2O", "method": "ωB97M-V with the def2-TZVPD basis set", "e_homo_ev": -10.712, "lumo_energy_ha": -0.0452, "orbital_gap_ev": 9.5, "total_charge": 0, "elements": ["C", "C", "C", "H", "H", "N", "N", "O"], "xyz": [[-0.44643, -0.53125, -0.72544], [0.53476, -0.72388, 0.37362], [0.00358, 1.19383, 0.16109], [0.65425, -1.77282, 0.90390], [-0.11270, 2.14851, 0.53668], [1.00985, 0.29738, 0.84657], [-0.86306, 0.82776, -0.69506], [-0.78026, -1.43952, -1.40136]]}

---

Most stable: B